No. 1
Entry from OMol25: 2 unconnected molecules or ions with the total composition C7H8N3OS at a distorted geometry (ωB97M-V with the def2-TZVPD basis set).

```
20
Properties=species:S:1:pos:R:3:lowdin_charge:R:1
C -2.54789 1.07763 -1.26949 -0.154
C -2.02743 -0.16529 -0.91294 -0.065
C -2.53941 2.00202 -0.26723 -0.347
C 3.61152 0.73109 0.08066 -0.167
C -1.39964 -0.12612 0.34914 -0.503
C 1.62144 -0.11799 0.10705 -0.148
C -0.68332 -1.09134 1.04671 -0.184
N 2.93934 -0.42004 0.27257 0.088
N 2.81947 1.67671 -0.23789 0.117
N -0.37551 -2.29319 0.59034 0.158
O 1.59852 1.09629 -0.14236 -0.022
S -1.75305 1.44486 1.11717 1.118
H -2.98869 1.37397 -2.20811 0.123
H -2.02299 -0.97323 -1.74220 0.160
H -3.10661 2.82056 -0.34714 0.049
H 4.69839 0.56649 0.09697 0.157
H -0.45975 -0.89559 2.07265 0.132
H -0.75533 -2.44611 -0.40543 0.174
H -0.09878 -2.99615 1.28133 0.147
H 3.46972 -1.26457 0.51818 0.168
```

Properties
molecular weight: 182.23 g mol⁻¹
HOMO-LUMO gap: 7.988 eV
relative energy (zero: lowest compared OMol25 entry of this formula, charge and spin): 75.5 kcal per mole
spin multiplicity: 1
HOMO: -12.70 eV
F_max: 5.2 eV/Å
E_LUMO: -4.71 eV
total charge: +1

=====

No. 2
Entry from OMol25: a molecular structure, C28H54F8InN2O22S10 at a distorted geometry (ωB97M-V with the def2-TZVPD basis set).

```
125
Properties=species:S:1:pos:R:3:lowdin_charge:R:1
In -2.82646 2.49676 3.89826 1.110
C 0.48381 1.81351 -0.34837 -0.661
F 0.76631 3.08168 -0.38041 0.203
F 0.29854 1.30191 -1.54836 0.151
F 1.43184 1.20055 0.34693 0.152
S -1.25030 1.46240 0.42363 0.676
O -1.84287 2.76608 0.42850 -0.303
O -1.89821 0.40777 -0.32878 -0.292
N -1.06712 1.05714 2.11651 -0.282
S -0.70603 -0.50723 2.25108 0.600
O -1.91972 -1.20494 2.59333 -0.261
O 0.03694 -1.11208 1.14654 -0.234
C 0.34711 -0.56936 3.81442 -0.654
F -0.25678 0.09091 4.79155 0.144
F 0.51699 -1.82963 4.12429 0.171
F 1.51863 0.04328 3.61283 0.150
N -3.17003 0.42338 5.73399 -0.339
S -3.74308 -0.96119 5.60640 0.417
O -5.05378 -1.32613 6.03912 -0.199
O -2.75768 -2.03075 5.80057 -0.241
F -3.92927 -1.01133 4.01173 -0.210
S -3.30300 0.50172 7.43521 0.548
O -2.84437 -0.63497 8.20657 -0.222
O -4.47517 1.18490 7.87063 -0.214
F -2.08065 1.49321 7.56584 -0.170
C -6.29773 -2.00609 0.49026 -0.197
C -4.82770 -2.45782 0.80731 -0.185
C -4.04628 -1.37696 0.10061 -0.224
S -4.83306 0.17624 0.52747 0.770
O -4.79929 1.05345 -0.63584 -0.283
O -4.12595 0.59504 1.74246 -0.394
C -6.53745 -0.56238 0.91418 -0.110
H -7.03431 -2.64023 0.98920 0.130
H -6.42006 -2.19372 -0.57684 0.123
H -4.71770 -3.44139 0.36516 0.123
H -4.73095 -2.37400 1.88907 0.111
H -4.29990 -1.45440 -0.96241 0.123
H -2.96987 -1.30063 0.19832 0.069
H -7.11884 0.01076 0.19331 0.107
H -6.65811 -0.24917 1.94693 0.111
C 4.00417 3.32047 2.41895 -0.175
C 4.52658 1.86775 2.74200 -0.190
C 5.55508 1.36092 1.73312 -0.217
S 5.70175 2.58895 0.42885 0.693
O 4.88324 2.16572 -0.70869 -0.345
O 7.07504 2.97782 0.23073 -0.309
C 4.80444 3.89781 1.26239 -0.222
H 4.14062 3.94696 3.29292 0.111
H 2.96854 3.18343 2.10877 0.097
H 3.81050 1.15597 3.14095 0.093
H 5.15700 1.99230 3.63046 0.107
H 5.19572 0.48725 1.18734 0.097
H 6.53107 1.18212 2.17218 0.105
H 4.28243 4.42041 0.45996 0.100
H 5.51040 4.63901 1.63876 0.110
C -0.07230 -5.89099 3.56712 -0.177
C -0.74789 -4.87919 4.49004 -0.180
C -1.27927 -3.71723 3.63926 -0.207
S -2.09772 -4.57407 2.25161 0.810
O -1.84044 -3.77111 1.04653 -0.320
O -3.49105 -4.80720 2.56575 -0.267
C -0.98569 -6.13857 2.34709 -0.109
H 0.08282 -6.82657 4.10136 0.129
H 0.87490 -5.43370 3.28286 0.110
H -0.02275 -4.40786 5.15338 0.135
H -1.61165 -5.35026 4.96073 0.132
H -0.44611 -3.23929 3.12131 0.072
H -1.90042 -3.06255 4.24379 0.069
H -0.41902 -6.11769 1.41448 0.052
H -1.58415 -7.04390 2.27746 0.113
C 2.02722 -4.37041 -2.45957 -0.200
C 0.56545 -3.94050 -2.33523 -0.190
C 0.12036 -3.89610 -0.86609 -0.196
S 1.50933 -4.59643 0.09377 0.690
O 1.29988 -6.00529 0.30182 -0.315
O 1.68781 -3.78517 1.29372 -0.335
C 2.77747 -4.27190 -1.10892 -0.226
H 2.73452 -3.80850 -3.07468 0.112
H 2.16641 -5.41427 -2.74014 0.116
H -0.06819 -4.65237 -2.87397 0.113
H 0.34483 -3.08817 -2.98186 0.112
H -0.74655 -4.45385 -0.52422 0.075
H 0.05761 -2.86428 -0.52154 0.079
H 3.58695 -4.99928 -1.09006 0.114
H 3.22232 -3.31368 -0.83796 0.103
C 4.77171 -0.30549 -3.53094 -0.223
C 5.45376 1.04092 -3.71364 -0.214
C 4.50122 1.83017 -4.65214 -0.168
S 2.81672 1.51742 -3.90325 0.711
O 1.87622 1.14599 -4.96879 -0.348
O 2.52227 2.49797 -2.88702 -0.341
C 3.41259 0.03815 -3.00584 -0.247
H 5.35351 -0.85080 -2.78787 0.123
H 4.67553 -0.78562 -4.50544 0.123
H 6.39152 0.84582 -4.23848 0.120
H 5.69117 1.52605 -2.77108 0.089
H 4.52457 1.37796 -5.64003 0.102
H 4.66814 2.90414 -4.64982 0.098
H 2.64313 -0.74133 -3.01529 0.094
H 3.38230 0.26813 -1.93725 0.087
C -2.50439 1.63470 -4.97690 -0.192
C -1.75964 2.45737 -3.93290 -0.210
C -2.75032 2.83931 -2.85536 -0.203
S -4.26459 3.42248 -3.73861 0.720
O -3.91651 4.68201 -4.36438 -0.299
O -5.50711 3.21274 -3.06072 -0.292
C -3.98769 2.05523 -4.95219 -0.196
H -2.37676 0.57457 -4.74230 0.116
H -2.19142 1.66471 -6.02013 0.116
H -1.24369 3.31645 -4.37429 0.121
H -0.86731 1.96269 -3.54169 0.097
H -2.44643 3.42713 -1.99080 0.101
H -3.24388 1.98412 -2.36994 0.078
H -4.38898 2.24164 -5.94519 0.107
H -4.55155 1.21674 -4.53842 0.097
C 2.72649 5.58925 -2.46892 -0.233
C 1.85495 5.88035 -3.61948 -0.236
O 0.92647 6.96748 -3.46143 -0.058
O 3.05849 6.82864 -1.80416 -0.050
H 3.54652 4.95378 -2.80329 0.113
H 2.29643 5.02858 -1.63109 0.106
H 1.31667 4.99901 -3.98410 0.115
H 2.43520 6.17322 -4.50201 0.129
H 0.07905 6.75331 -3.85480 0.087
H 2.32589 7.44211 -1.93773 0.075
```

Properties
molecular weight: 1358.20 g mol⁻¹
HOMO-LUMO gap: 1.506 eV
spin multiplicity: 1
HOMO: -11.49 eV
F_max: 9.3 eV/Å
E_LUMO: -9.99 eV
total charge: +1

=====

No. 3
Entry from OMol25: C5H7ClOS in the gas phase at a distorted geometry (ωB97M-V with the def2-TZVPD basis set).

```
15
Properties=species:S:1:pos:R:3:lowdin_charge:R:1
C 0.58999 0.18293 1.44405 -0.065
C -0.41348 0.46966 0.32587 -0.836
Cl -1.58292 1.83694 0.76547 0.619
C -1.16626 -0.69235 -0.08323 -0.176
O -0.21165 -1.55878 -0.81970 -0.041
C 0.67714 -0.75526 -1.40740 -0.898
S 1.98979 -1.01994 -2.23045 0.782
C 0.34416 0.71971 -0.94638 -0.186
H 1.31715 0.93420 1.78283 0.098
H -0.00155 0.04286 2.38103 0.091
H 1.00454 -0.81895 1.25823 0.102
H -2.09562 -0.50341 -0.62981 0.138
H -1.46749 -1.21195 0.78262 0.121
H 1.30665 1.17907 -0.83750 0.094
H -0.29046 1.19529 -1.78564 0.157
```

Properties
molecular weight: 150.63 g mol⁻¹
HOMO-LUMO gap: 9.321 eV
structure (SMILES): C[C@]1(Cl)COC(=S)C1
relative energy (zero: lowest compared OMol25 entry of this formula, charge and spin): 13.6 kcal per mole
spin multiplicity: 1
HOMO: -8.86 eV
F_max: 3.5 eV/Å
E_LUMO: 0.46 eV

=====

No. 4
Entry from OMol25: a molecular structure, C28H37N2O4PtS3SiTe at a distorted geometry (ωB97M-V with the def2-TZVPD basis set).

```
77
Properties=species:S:1:pos:R:3:mulliken_spin:R:1
Pt 1.05418 14.00055 9.31395 1.618
C 3.49074 19.54056 10.13298 0.007
Si 3.15421 19.20082 8.40180 0.003
C 2.73102 20.90442 7.76418 0.001
C 4.77218 18.53564 7.61702 0.018
C 1.78197 17.94155 8.16993 0.012
C 0.72632 18.39454 7.40802 0.020
C -0.47775 17.65122 7.31919 0.000
C -0.40469 16.35158 7.84239 0.005
N 0.68931 15.82649 8.36121 0.150
C 1.82740 16.52977 8.55268 0.006
S 3.02954 15.62918 9.28520 0.327
H 4.49926 19.87484 10.24331 0.001
H 3.53395 18.61070 10.67617 0.001
H 2.83524 20.25614 10.65664 0.000
H 3.67141 21.36594 8.11784 0.000
H 1.95428 21.35271 8.42223 0.000
H 2.60213 21.09226 6.69321 0.000
H 4.58662 17.51630 7.29865 -0.004
H 5.41188 18.47438 8.54038 -0.003
H 5.35644 19.06420 6.88622 0.000
H 0.83127 19.35935 6.86590 0.001
H -1.35230 18.06197 6.75609 0.001
H -1.21426 15.64245 7.78089 0.000
C 1.24754 13.64341 5.59752 0.033
C 2.08866 13.30735 6.78009 -0.002
O 3.28357 13.39908 6.81025 0.141
N 1.38379 12.94184 7.90711 1.097
Te 3.56843 12.28273 11.45706 0.954
C 4.20919 11.99618 13.46913 0.056
C 5.55845 11.75907 13.73681 -0.106
C 6.66978 11.78218 12.66941 0.067
C 5.94316 11.30620 14.98406 -0.007
C 4.90617 10.98457 15.87068 0.024
C 5.44770 10.38889 17.13266 -0.002
C 3.53478 11.24397 15.59226 -0.011
C 3.19712 11.77814 14.37716 -0.054
C 1.70627 11.89607 14.15501 0.012
C 4.93544 13.78460 10.78563 0.139
C 5.25816 14.96764 11.48864 -0.092
C 4.59981 15.32469 12.78064 0.016
C 6.18556 15.78716 10.92145 -0.013
C 6.80548 15.51885 9.65984 0.024
C 7.92985 16.50722 9.15827 -0.002
C 6.48919 14.36147 9.02292 0.000
C 5.52045 13.47465 9.54958 -0.038
C 5.32408 12.15636 8.81861 -0.004
H 1.63076 14.51841 5.13714 0.003
H 0.23907 13.83779 5.90165 -0.002
H 1.25464 12.66014 5.14024 0.003
H 6.59068 11.10034 11.86724 -0.011
H 7.57238 11.37385 13.19921 0.000
H 6.78045 12.72880 12.21319 -0.016
H 6.97785 11.02697 15.19371 0.000
H 4.84975 9.47529 17.44416 0.002
H 5.23785 11.09304 17.97312 0.002
H 6.50635 10.28463 16.99353 0.000
H 2.79212 10.95834 16.38279 0.000
H 1.42270 11.95327 13.10146 0.001
H 1.26757 12.79148 14.58201 0.003
H 1.25174 11.01428 14.58200 0.001
H 4.28504 14.40967 13.37435 0.002
H 3.59885 15.80350 12.62520 0.000
H 5.10760 16.07289 13.41607 -0.001
H 6.57039 16.58991 11.59877 -0.001
H 8.57473 16.09463 8.38070 0.000
H 8.58196 16.84984 9.88161 0.001
H 7.40193 17.28754 8.58668 0.001
H 7.03652 14.20546 8.10416 0.000
H 5.83989 11.33013 9.40553 -0.006
H 5.99232 12.13081 7.83517 0.003
H 4.29240 12.00264 8.42948 0.011
O -0.18776 14.97962 13.51733 0.027
S 0.59486 14.95397 12.34455 0.039
O 0.50425 16.17821 11.52362 0.024
O 1.97523 14.44898 12.53021 0.007
S -0.10070 13.22875 11.05965 0.507
```

Properties
molecular weight: 912.58 g mol⁻¹
HOMO-LUMO gap (spin up / spin down): 7.860 / 5.289 eV
relative energy (zero: lowest compared OMol25 entry of this formula, charge and spin): 22.5 kcal per mole
spin multiplicity: 6
HOMO (spin up / spin down): -7.72 / -7.87 eV
<S²>: 8.78
F_max: 3.9 eV/Å
E_LUMO (spin up / spin down): 0.14 / -2.58 eV

=====

No. 5
Entry from OMol25: 2 unconnected molecules or ions with the total composition C27H35F6N2O5P at a distorted geometry (ωB97M-V with the def2-TZVPD basis set).

```
76
Properties=species:S:1:pos:R:3:lowdin_charge:R:1
C 4.28953 1.49637 3.38549 -0.079
C 2.91297 0.94100 3.08009 -0.281
O 2.89919 -0.47969 3.36797 -0.220
P 1.78150 -1.46254 2.76085 0.480
C 0.30898 -0.61691 3.18093 -0.167
C -0.92601 -1.32777 3.26408 -0.627
O -1.91675 -1.03015 3.93687 -0.006
O -0.94305 -2.37719 2.37658 -0.064
C -2.30188 -2.72272 2.06432 -0.256
C -2.26531 -3.69860 0.92149 -0.078
O 1.92221 -1.78486 1.31411 -0.301
O 2.01007 -2.75599 3.68815 -0.200
C 1.90413 -4.08513 3.08714 -0.271
C 2.99522 -4.98907 3.60356 -0.086
H 4.28050 2.57254 3.19978 0.073
H 4.55326 1.33373 4.43451 0.080
H 5.04863 1.03757 2.74394 0.077
H 2.15950 1.43180 3.71030 0.109
H 2.65258 1.13210 2.02599 0.100
H 0.38941 0.21275 3.86760 0.062
H -2.79042 -3.16313 2.94969 0.127
H -2.86605 -1.82015 1.77019 0.108
H -3.28544 -3.86819 0.57226 0.071
H -1.67008 -3.31150 0.08898 0.079
H -1.85194 -4.65729 1.24809 0.076
H 0.90616 -4.46918 3.32487 0.114
H 1.99807 -3.97514 1.99901 0.100
H 2.88610 -5.96933 3.13456 0.073
H 3.98256 -4.59627 3.33688 0.080
H 2.92870 -5.11243 4.68766 0.075
C 3.06540 0.98134 -5.38372 -0.046
N 3.46262 0.51051 -4.07948 -0.116
C 4.84532 0.07628 -3.93525 -0.043
C 4.92510 -1.41086 -4.09198 -0.530
F 6.18435 -1.91674 -3.99389 0.132
F 4.14844 -2.04028 -3.14456 0.122
F 4.41154 -1.77923 -5.31496 0.112
C 2.61250 0.56824 -3.02731 -0.194
C 3.02317 0.22764 -1.70805 0.010
C 2.12304 0.24108 -0.67028 0.006
C 0.76792 0.65820 -0.82682 -0.168
C -0.08722 0.71066 0.30846 0.125
C -1.32323 1.39822 0.33665 -0.173
C -2.33542 1.04044 1.28243 0.035
C -3.64077 1.43320 1.11072 0.008
C -4.00711 2.29695 0.04180 -0.191
N -5.30920 2.47795 -0.28458 -0.122
C -6.36040 1.66845 0.29442 -0.037
C -5.77481 3.60689 -1.08156 -0.041
C -5.94001 3.29452 -2.54409 -0.523
F -7.05701 3.87989 -3.08475 0.114
F -4.85563 3.74082 -3.26842 0.098
F -6.04112 1.94916 -2.78017 0.122
C -2.95921 2.88516 -0.72559 0.005
C -1.66162 2.45435 -0.57210 -0.018
C 0.36328 0.95653 -2.16720 -0.008
C 1.25194 0.92999 -3.21706 -0.003
H 2.55885 1.95383 -5.30532 0.096
H 3.96112 1.10180 -6.00032 0.094
H 2.38013 0.27640 -5.88542 0.107
H 5.42655 0.53094 -4.74389 0.143
H 5.23192 0.34728 -2.94832 0.136
H 4.04812 -0.06807 -1.50000 0.108
H 2.44485 -0.13466 0.29278 0.074
H 0.21511 0.14430 1.18396 0.076
H -2.06435 0.42994 2.14126 0.101
H -4.40217 1.07356 1.80232 0.116
H -6.00230 0.64597 0.46688 0.099
H -6.70375 2.08196 1.25691 0.107
H -7.21127 1.63743 -0.39762 0.099
H -6.77125 3.87787 -0.70944 0.146
H -5.07716 4.44495 -1.00528 0.142
H -3.19602 3.63418 -1.47622 0.100
H -0.88269 2.90731 -1.18437 0.119
H -0.67527 1.21136 -2.37099 0.111
H 0.89535 1.17962 -4.21548 0.102
```

Properties
molecular weight: 612.55 g mol⁻¹
HOMO-LUMO gap: 4.678 eV
spin multiplicity: 1
HOMO: -6.45 eV
F_max: 2.1 eV/Å
E_LUMO: -1.77 eV